1.
19
Properties=species:S:1:pos:R:3:forces:R:3 method="wB97M-V/def2-TZVPD" homo_ev=-14.28 lumo_energy_ev=-8.873 orbital_gap_ev=5.4090 e_above_lowest_kj_mol=734.5 total_charge=+1
C -0.639 -1.592 0.467 3.251 0.464 4.188
C 0.350 -0.694 -0.297 1.927 2.224 -0.751
C 1.747 -0.829 0.301 1.580 -1.181 0.892
C 2.724 0.175 -0.256 1.634 -1.274 -1.481
N 2.513 1.420 0.415 -3.007 0.576 -1.306
N 0.015 0.702 -0.223 -1.423 -1.911 0.513
H -0.660 -1.087 1.503 -0.351 -1.294 -1.424
H -1.512 -1.578 0.014 -4.359 0.058 -1.873
H -0.260 -2.636 0.530 0.131 0.912 -0.145
H 0.320 -0.975 -1.353 -0.227 -0.282 -0.502
H 2.206 -1.914 0.270 -1.298 2.089 -0.006
H 1.725 -0.430 1.319 -0.479 -1.041 0.534
H 3.788 -0.188 -0.109 -1.151 0.418 -0.147
H 2.545 0.182 -1.379 0.734 0.449 0.757
H 3.043 2.239 0.128 0.240 -0.267 -0.188
H 1.442 1.603 0.311 1.858 0.118 0.830
H -0.782 0.918 -0.876 0.940 -0.058 0.110
H -9.342 2.442 -0.722 -0.157 0.261 -0.895
H -9.222 2.243 -0.043 0.157 -0.261 0.895



2.
19
Properties=species:S:1:pos:R:3:forces:R:3 method="wB97M-V/def2-TZVPD" homo_ev=-14.45 lumo_energy_ev=-3.288 orbital_gap_ev=11.1605 e_above_lowest_kj_mol=286.4 smiles=CC[C@H]([NH3+])CN total_charge=+1
C 0.893 0.797 0.334 3.044 -5.914 -0.474
N 1.784 0.108 1.643 -3.084 0.443 -3.604
C -0.232 -0.331 -0.028 2.327 1.547 1.912
N -0.772 -0.889 1.378 2.727 -0.328 -2.089
C -0.643 0.257 -2.393 5.058 -1.365 -2.816
C -1.200 0.159 -1.049 -3.020 1.295 1.405
H 0.494 1.731 0.483 -0.700 2.187 0.914
H 1.612 0.772 -0.606 -1.483 0.408 2.120
H 2.149 0.875 2.146 0.874 0.753 0.498
H 2.505 -0.472 1.196 -0.165 0.730 0.417
H 0.352 -1.039 -0.538 0.601 -1.903 0.197
H -1.559 -0.367 1.581 -2.324 1.040 0.850
H -0.044 -0.766 2.114 0.343 0.714 -0.629
H -0.930 -1.884 1.409 -0.643 -0.432 -0.512
H -1.228 0.312 -3.388 0.460 0.934 2.232
H 0.320 0.978 -2.235 -2.489 -1.199 -1.487
H -0.093 -0.751 -2.646 -0.785 1.449 0.597
H -2.132 -0.402 -1.094 -0.132 -0.243 0.397
H -1.443 1.187 -0.750 -0.609 -0.116 0.072



3.
19
Properties=species:S:1:pos:R:3:forces:R:3 method="wB97M-V/def2-TZVPD" homo_ev=-14.30 lumo_energy_ev=-3.207 orbital_gap_ev=11.0923 e_above_lowest_kj_mol=39.6 smiles=C[C@H](N)CC[NH3+] total_charge=+1
C 2.161 0.797 0.529 -0.039 0.121 0.385
C 0.890 0.267 -0.095 -0.356 0.142 -0.500
C -0.042 -0.378 0.923 -0.424 1.019 0.975
C -1.012 -1.398 0.385 0.187 -0.169 -0.394
N -1.844 -0.741 -0.708 -0.285 0.560 -0.089
N 0.082 1.308 -0.818 0.196 -0.367 0.163
H 2.750 1.379 -0.178 -0.075 0.086 0.028
H 1.924 1.397 1.417 0.067 0.130 -0.257
H 2.784 -0.017 0.882 0.108 -0.228 0.003
H 1.138 -0.460 -0.868 0.163 -0.226 -0.039
H 0.451 -0.735 1.826 0.367 -0.557 -0.312
H -0.634 0.446 1.370 0.037 -0.173 -0.270
H -1.663 -1.765 1.169 -0.276 0.013 -0.021
H -0.531 -2.258 -0.071 0.157 0.001 0.008
H -2.828 -0.664 -0.451 0.058 0.052 0.086
H -1.445 0.235 -0.872 0.136 -0.160 0.078
H -1.826 -1.205 -1.616 0.158 -0.251 0.177
H 0.118 2.179 -0.289 -0.147 -0.101 -0.087
H 0.519 1.502 -1.714 -0.029 0.109 0.066



4.
19
Properties=species:S:1:pos:R:3:forces:R:3 method="wB97M-V/def2-TZVPD" homo_ev=-14.80 lumo_energy_ev=-3.141 orbital_gap_ev=11.6624 e_above_lowest_kj_mol=126.9 total_charge=+1
C 1.277 1.798 -0.624 -0.542 0.689 -0.556
C 1.567 0.909 1.510 -0.938 -0.777 -0.569
N 1.002 0.763 0.366 1.327 0.578 1.679
H 0.852 2.792 -0.345 0.228 -0.827 -0.059
H 0.810 1.491 -1.568 0.179 0.224 0.118
H 2.348 1.923 -0.788 -0.031 -0.055 0.012
H 2.176 1.780 1.736 0.059 0.037 0.089
H 1.418 0.143 2.299 0.123 0.538 -0.579
H 0.449 -0.562 -0.128 -0.219 0.361 -0.058
C -2.182 -0.588 0.333 1.448 0.354 -0.487
C -1.469 -1.229 -0.869 -0.569 0.784 0.121
N -0.032 -1.465 -0.526 0.134 -0.320 -1.521
H -1.830 0.445 0.511 -0.062 -0.609 0.046
H -3.214 -0.538 0.128 -1.287 0.039 -0.242
H -2.047 -1.206 1.209 0.047 -0.038 0.385
H -1.946 -2.193 -1.102 0.326 0.403 -0.204
H -1.489 -0.531 -1.740 -0.017 -0.784 0.553
H 0.046 -2.163 0.183 0.046 -0.782 0.565
H 0.479 -1.801 -1.364 -0.253 0.184 0.704



5.
19
Properties=species:S:1:pos:R:3:forces:R:3 method="wB97M-V/def2-TZVPD" homo_ev=-12.88 lumo_energy_ev=-3.537 orbital_gap_ev=9.3446 e_above_lowest_kj_mol=102.9 smiles=NCCCC[NH3+] total_charge=+1
C 0.209 -0.834 -1.768 -0.587 -0.806 0.699
C 0.461 -0.914 -0.282 -0.555 0.606 0.930
C -0.720 -0.442 0.600 -0.087 -0.163 -0.105
C -0.239 0.049 1.965 -0.686 -0.509 0.577
N 0.095 1.453 1.936 0.855 0.747 -0.354
N 0.057 0.603 -2.109 0.631 0.514 -0.329
H -0.728 -1.331 -2.012 0.063 -0.018 -0.222
H 1.025 -1.257 -2.323 0.248 -0.053 -0.494
H 0.675 -1.910 0.069 0.286 -0.505 -0.415
H 1.344 -0.319 -0.028 0.084 0.053 -0.078
H -1.492 -1.206 0.708 0.413 -0.512 0.063
H -1.324 0.347 0.164 0.117 0.652 -0.196
H -1.044 -0.102 2.683 -0.161 0.149 -0.044
H 0.545 -0.620 2.343 0.225 0.162 -0.163
H 1.081 1.623 1.775 -0.010 -0.184 -0.140
H -0.086 1.973 2.784 -0.389 -0.333 0.125
H 0.970 1.055 -2.016 -0.085 0.153 0.099
H -0.259 0.798 -3.060 -0.211 -0.154 0.032
H -0.569 1.035 -1.428 -0.150 0.199 0.014



6.
20
Properties=species:S:1:pos:R:3:forces:R:3 method="wB97M-V/def2-TZVPD" homo_ev="4.51 / -0.42" lumo_energy_ev="6.975 / 6.911" orbital_gap_ev="2.4650 / 7.3356" s2=0.7508 e_above_lowest_kj_mol=48.0 total_charge=-2 multiplicity=2
N -2.472 2.060 -0.345 -0.219 0.219 0.281
C -1.275 2.267 0.546 0.863 -0.404 -0.862
O -0.301 1.358 0.380 -0.460 0.338 0.365
H -2.067 1.970 -1.272 0.013 -0.134 -0.060
H -2.794 1.123 -0.120 0.018 -0.127 -0.101
H -0.909 3.278 0.238 -0.267 0.238 0.404
H -1.687 2.308 1.579 -0.088 0.209 0.083
C 1.030 -1.176 1.783 0.288 0.426 -0.165
C 1.414 -1.230 0.315 0.092 0.319 -0.741
N 0.204 -1.233 -0.507 -0.244 0.277 0.214
C 0.511 -1.202 -1.939 -0.130 0.936 1.045
H 1.898 -1.211 2.453 0.002 -0.267 -0.058
H 0.311 -1.962 2.022 0.024 0.054 0.112
H 0.600 -0.177 1.897 -0.361 -0.176 0.219
H 2.065 -2.065 0.029 -0.139 -0.257 0.198
H 2.011 -0.329 0.070 0.026 -0.081 0.141
H -0.261 -0.320 -0.279 0.288 -0.711 -0.069
H -0.435 -1.125 -2.482 0.126 -0.267 -0.289
H 1.058 -0.258 -2.157 0.096 -0.417 -0.340
H 1.098 -2.076 -2.210 0.071 -0.173 -0.376



Repeat the sixth record exactly.
20
Properties=species:S:1:pos:R:3:forces:R:3 method="wB97M-V/def2-TZVPD" homo_ev="4.51 / -0.42" lumo_energy_ev="6.975 / 6.911" orbital_gap_ev="2.4650 / 7.3356" s2=0.7508 e_above_lowest_kj_mol=48.0 total_charge=-2 multiplicity=2
N -2.472 2.060 -0.345 -0.219 0.219 0.281
C -1.275 2.267 0.546 0.863 -0.404 -0.862
O -0.301 1.358 0.380 -0.460 0.338 0.365
H -2.067 1.970 -1.272 0.013 -0.134 -0.060
H -2.794 1.123 -0.120 0.018 -0.127 -0.101
H -0.909 3.278 0.238 -0.267 0.238 0.404
H -1.687 2.308 1.579 -0.088 0.209 0.083
C 1.030 -1.176 1.783 0.288 0.426 -0.165
C 1.414 -1.230 0.315 0.092 0.319 -0.741
N 0.204 -1.233 -0.507 -0.244 0.277 0.214
C 0.511 -1.202 -1.939 -0.130 0.936 1.045
H 1.898 -1.211 2.453 0.002 -0.267 -0.058
H 0.311 -1.962 2.022 0.024 0.054 0.112
H 0.600 -0.177 1.897 -0.361 -0.176 0.219
H 2.065 -2.065 0.029 -0.139 -0.257 0.198
H 2.011 -0.329 0.070 0.026 -0.081 0.141
H -0.261 -0.320 -0.279 0.288 -0.711 -0.069
H -0.435 -1.125 -2.482 0.126 -0.267 -0.289
H 1.058 -0.258 -2.157 0.096 -0.417 -0.340
H 1.098 -2.076 -2.210 0.071 -0.173 -0.376